1.
C17H25N3O3S2 as an isolated structure in a non-equilibrium geometry. Source: OMol25; level of theory: wB97M-V/def2-TZVPD.

ORCA input file:
```
! RIJCOSX wB97M-V def2-TZVPD def2/J DEFGRID3
* xyz 0 1
H 5.591 0.071 0.634
C 0.096 2.868 1.887
H 3.898 -1.123 2.109
C 1.916 -1.171 1.265
H -2.305 2.974 1.057
H 1.523 1.239 -0.337
N 1.651 -0.474 -0.318
C 0.445 -1.007 -2.311
C -3.822 1.185 -0.181
H 0.329 4.025 1.720
H -5.537 -2.982 -0.481
H 1.830 0.026 1.974
S -0.366 0.662 -2.158
C -4.897 -2.703 0.378
H -3.235 3.247 -1.397
O 0.390 -2.471 -0.228
C -3.203 -1.331 -0.615
C 0.858 -1.338 -0.756
H -3.364 -3.559 -1.049
H 3.297 -2.649 1.752
C 4.674 -0.149 -0.062
O -4.544 2.010 0.092
H 2.414 0.721 -1.647
H 5.073 -2.116 0.333
H 4.832 0.062 -1.085
H 0.811 2.342 2.020
H 3.327 1.024 1.230
H 3.752 1.970 -0.033
C -1.587 3.160 0.187
C 3.324 -1.661 1.337
N -2.071 -1.008 -1.336
H -0.528 2.656 2.596
H 3.629 -1.939 -0.371
C -3.563 -2.810 -0.084
N -2.630 1.150 -0.876
H -0.311 -1.647 -2.476
H -5.042 -3.447 1.084
H -2.807 -3.204 0.602
H 1.158 -1.862 1.553
C 2.303 0.633 -0.546
O -0.303 2.584 0.520
H -1.337 2.661 -1.908
H -1.295 4.116 0.121
C 3.477 0.901 0.237
C -3.969 -0.463 -0.031
C -2.192 2.456 -1.239
C -1.880 0.101 -1.210
H 1.319 -1.045 -2.835
S -5.346 -1.255 0.738
C 4.211 -1.429 0.144
*
```

highest occupied orbital energy: -7.52 eV
ΔE to the lowest compared entry with this formula, charge and spin: 1581.4 kJ/mol
largest force on an atom: 13.967 eV/Å
LUMO energy: 0.546 eV
frontier orbital gap: 8.1 eV

---

2.
A 2-piece molecular cluster, C11H27O8PS overall in a non-equilibrium geometry. Source: OMol25; level of theory: wB97M-V/def2-TZVPD.

ORCA input file:
```
! RIJCOSX wB97M-V def2-TZVPD def2/J DEFGRID3
* xyz 0 1
H 0.038 -3.106 1.148
H -3.417 -0.271 -1.228
O -0.715 1.241 -3.094
H 0.760 2.211 -5.211
H -0.778 -1.494 -2.181
O -2.159 -2.696 1.376
H -2.040 1.095 -4.694
H 1.025 -0.634 4.165
S -0.919 -2.869 2.091
H -0.924 2.673 1.318
H 3.255 -3.697 2.385
H -0.643 2.299 -6.290
H 3.146 0.351 3.188
C 0.939 -1.126 3.187
O 1.384 -0.239 2.183
C 3.598 -1.256 1.783
H -2.168 -1.071 -3.172
H -0.537 0.203 -4.835
C -0.564 -1.341 2.941
P -1.820 1.898 -2.078
H -0.891 -0.547 2.268
C -0.328 2.297 -5.245
O -0.986 -3.944 3.042
O -0.871 2.977 -1.324
H 4.446 -0.890 1.192
H -0.586 3.257 -4.799
C -1.866 -1.430 -2.188
H -1.129 -1.334 3.871
H 5.036 -3.589 2.221
H -2.341 4.350 -0.826
H 1.500 -2.067 3.234
H 2.986 0.749 1.490
O 4.143 -1.884 2.939
H 2.937 -1.907 1.203
H -2.263 -1.012 -0.128
C -0.969 1.147 -4.495
H -2.599 2.491 0.811
C 4.172 -3.305 2.834
C -2.361 -0.510 -1.087
C -1.452 3.887 -0.387
O -2.662 2.677 -3.017
O -1.583 0.714 -0.989
H -0.714 4.671 -0.221
C 2.781 -0.032 2.228
C -1.789 3.213 0.932
H -2.103 3.954 1.668
H 4.317 -3.673 3.849
H -2.286 -2.428 -2.059
*
```

highest occupied orbital energy: -10.07 eV
largest force on an atom: 6.500 eV/Å
SMILES: COCCOCC[SH](=O)=O.CCOP(=O)(OCC)OCC
LUMO energy: 0.307 eV
frontier orbital gap: 10.4 eV

---

3.
A 3-piece molecular cluster, C4H12O4 overall in a non-equilibrium geometry. Source: OMol25; level of theory: wB97M-V/def2-TZVPD.

ORCA input file:
```
! RIJCOSX wB97M-V def2-TZVPD def2/J DEFGRID3
* xyz -2 1
O -0.274 2.445 2.162
O -1.216 1.465 -0.018
H -0.122 1.554 2.488
C -0.863 0.091 -0.043
C 2.373 -1.775 -1.127
H -2.598 1.483 0.009
H 3.069 -1.024 -0.646
C 0.626 -0.136 -0.243
H 0.831 0.421 -1.165
O -3.689 1.679 -0.007
H 1.160 -2.014 0.696
H 1.285 0.320 0.503
H 2.138 -1.378 -2.148
H -1.333 -0.328 -0.950
H -3.724 2.232 0.781
H 0.212 -2.160 -0.823
C 1.040 -1.645 -0.325
H -1.255 -0.432 0.845
H -0.626 2.192 1.210
O 2.967 -2.989 -1.198
*
```

highest occupied orbital energy: 0.31 eV
ΔE to the lowest compared entry with this formula, charge and spin: 24.7 kJ/mol
largest force on an atom: 1.649 eV/Å
LUMO energy: 6.476 eV
frontier orbital gap: 6.2 eV

---

What is the formula in the second record? C11H27O8PS